Formula: C4H9N2
Source: the Open Molecules 2025 dataset
Level of theory: ωB97M-V with the def2-TZVPD basis set

* HOMO: -15.70 eV
* frontier orbital gap: 12.10 eV
* electronic energy: -266.93949 a.u.
* maximum force: 4.07 eV Å⁻¹
* structure (SMILES): C[NH+](C)[C@H]1C=N1

Structure (ORCA input):
```
! RIJCOSX wB97M-V def2-TZVPD def2/J DEFGRID3
* xyz 1 1
H 1.71 -1.19 0.79
C -2.74 -0.57 0.19
N -0.09 0.08 0.38
H 1.48 -0.60 -0.81
H -0.10 0.22 1.39
H -3.38 -1.43 0.48
H 0.13 1.82 -1.05
H 1.65 1.25 -0.18
H 0.39 2.11 0.63
H -1.16 -0.12 -1.49
H 0.41 -1.77 -0.22
C -1.57 -0.06 -0.43
N -2.66 0.67 0.14
C 0.59 1.33 -0.08
C 0.97 -0.90 0.04
*
```

Results of the natural (NBO) charge analysis, in e, for atoms 1 through 4:
1. H 0.258
2. C 0.108
3. N -0.401
4. H 0.222